# 1
41
Properties=species:S:1:pos:R:3:lowdin_charge:R:1 method="wB97M-V/def2-TZVPD" relative_energy_kcal_mol=21.6 lumo_energy_ev=0.6 spin_multiplicity=1 total_charge=0 energy_ha=-1490.582952
C 0.958 -3.011 -0.385 -0.074
N 1.313 -2.019 0.616 -0.273
C 0.455 -2.002 1.802 -0.093
C 1.815 -0.758 0.151 -0.426
S 0.217 0.355 -0.281 0.859
C -0.454 1.926 0.273 -1.098
S 0.519 3.264 0.369 0.598
N -1.826 2.021 0.415 -0.191
C -2.372 3.364 0.538 -0.234
C -3.881 3.463 0.315 -0.186
C -4.711 2.382 1.004 -0.208
C -4.102 0.987 0.747 -0.185
C -2.586 0.903 0.985 -0.187
C 2.937 -1.025 -0.836 -0.237
C 4.184 -1.387 -0.298 -0.034
C 5.172 -1.908 -1.119 -0.081
C 5.026 -1.923 -2.512 -0.088
C 3.808 -1.533 -3.034 -0.078
C 2.748 -1.114 -2.207 -0.049
H 0.275 -3.734 0.092 0.088
H 0.475 -2.546 -1.267 0.086
H 1.874 -3.532 -0.726 0.096
H -0.523 -2.474 1.578 0.084
H 0.929 -2.615 2.593 0.089
H 0.318 -0.978 2.194 0.076
H 2.216 -0.178 1.000 0.114
H -2.180 3.791 1.531 0.119
H -1.850 4.011 -0.181 0.084
H -4.116 3.426 -0.758 0.115
H -4.187 4.448 0.696 0.114
H -5.720 2.383 0.574 0.106
H -4.813 2.566 2.086 0.112
H -4.561 0.266 1.447 0.111
H -4.369 0.677 -0.281 0.117
H -2.470 0.877 2.097 0.134
H -2.191 -0.037 0.551 0.081
H 4.337 -1.310 0.784 0.122
H 6.059 -2.324 -0.671 0.098
H 5.867 -2.198 -3.157 0.108
H 3.646 -1.589 -4.107 0.103
H 1.763 -0.918 -2.620 0.105

# 2
41
Properties=species:S:1:pos:R:3:lowdin_charge:R:1 method="wB97M-V/def2-TZVPD" relative_energy_kcal_mol=33.7 lumo_energy_ev=0.5 spin_multiplicity=1 total_charge=0 energy_ha=-803.793989
C -3.270 -2.965 -0.211 -0.077
C -2.315 -2.255 0.760 -0.247
N -1.557 -1.154 0.203 -0.141
C -0.544 -1.587 -0.741 -0.145
C 0.792 -0.961 -0.485 -0.282
C 1.724 -0.578 -1.434 -0.028
N 2.790 -0.101 -0.752 0.006
C 3.981 0.406 -1.118 -0.036
C 4.844 0.804 -0.136 -0.053
C 4.444 0.664 1.209 -0.139
N 3.290 0.171 1.574 0.144
C 2.451 -0.217 0.631 -0.344
N 1.256 -0.739 0.761 0.187
C -2.302 0.018 -0.246 -0.324
C -1.333 1.197 -0.402 -0.150
C -2.048 2.481 -0.812 -0.200
C -3.121 2.849 0.202 -0.213
C -4.107 1.696 0.330 -0.201
C -3.395 0.414 0.753 -0.159
H -2.727 -3.360 -1.067 0.065
H -4.032 -2.281 -0.577 0.062
H -3.763 -3.791 0.294 0.070
H -1.587 -2.976 1.141 0.117
H -2.875 -1.889 1.621 0.103
H -0.410 -2.669 -0.638 0.127
H -0.832 -1.390 -1.788 0.130
H 1.691 -0.615 -2.505 0.122
H 4.199 0.474 -2.175 0.131
H 5.807 1.216 -0.385 0.098
H 5.101 0.971 2.011 0.104
H -2.779 -0.171 -1.232 0.151
H -0.580 0.963 -1.154 0.099
H -0.820 1.338 0.550 0.128
H -1.319 3.290 -0.901 0.108
H -2.511 2.341 -1.793 0.113
H -3.641 3.758 -0.109 0.106
H -2.656 3.041 1.171 0.114
H -4.877 1.939 1.065 0.109
H -4.602 1.537 -0.631 0.114
H -4.142 -0.376 0.836 0.101
H -2.931 0.555 1.730 0.131

# 3
45
Properties=species:S:1:pos:R:3:lowdin_charge:R:1 method="wB97M-V/def2-TZVPD" lumo_energy_ev=-6.3 spin_multiplicity=1 total_charge=+2 energy_ha=-1129.836783
Na -0.872 0.409 -2.381 0.663
C 0.961 -1.140 0.080 0.015
C -0.008 -0.120 0.612 -0.315
N -0.858 0.619 -0.098 -0.005
C -1.427 1.542 0.764 -0.129
C -0.975 1.357 2.052 -0.017
N -0.086 0.258 1.972 -0.005
C 0.563 -0.454 3.071 -0.054
N 0.027 -1.821 3.307 -0.058
N 0.980 -2.825 3.426 0.060
N 0.365 -3.991 3.534 0.094
C -0.954 -3.767 3.431 -0.263
C -2.007 -4.691 3.382 0.004
C -3.275 -4.188 3.488 -0.078
C -3.532 -2.809 3.639 -0.062
C -2.509 -1.856 3.532 -0.006
C -1.217 -2.390 3.386 -0.180
H 1.710 -0.644 -0.607 0.076
H 0.405 -1.915 -0.475 0.099
H 1.565 -1.590 0.874 0.078
H -2.128 2.288 0.389 0.108
H -1.193 1.838 3.000 0.131
H 0.434 0.107 3.996 0.141
H 1.648 -0.645 2.924 0.139
H -1.863 -5.751 3.311 0.118
H -4.177 -4.787 3.399 0.114
H -4.536 -2.468 3.870 0.109
H -2.655 -0.771 3.539 0.103
N 1.604 3.678 -3.856 0.062
C 1.704 3.170 -2.441 -0.072
C 2.129 1.711 -2.440 -0.168
N 1.228 0.897 -3.273 -0.112
C 1.169 1.375 -4.644 -0.182
C 0.736 2.834 -4.696 -0.107
H 2.550 3.677 -4.279 0.202
H 1.323 4.665 -3.930 0.203
H 0.718 3.273 -1.978 0.140
H 2.389 3.800 -1.882 0.149
H 2.131 1.326 -1.416 0.117
H 3.184 1.588 -2.767 0.150
H 1.646 -0.034 -3.346 0.141
H 0.507 0.770 -5.258 0.140
H 2.152 1.260 -5.121 0.143
H -0.324 2.987 -4.356 0.156
H 0.768 3.227 -5.734 0.160

# 4
48
Properties=species:S:1:pos:R:3:lowdin_charge:R:1 method="wB97M-V/def2-TZVPD" lumo_energy_ev=1.8 spin_multiplicity=1 total_charge=-1 energy_ha=-7259.395475
Co 0.489 -0.566 0.522 -0.929
C 2.997 0.634 2.311 -0.460
C 3.529 0.255 0.942 -0.484
S 2.658 -1.115 0.131 0.822
C 2.929 -2.540 1.220 -0.447
C 2.034 -2.642 2.448 -0.423
S 0.303 -2.212 2.085 0.910
C -0.145 -1.230 3.535 -0.492
C 0.697 0.022 3.776 -0.452
S 1.190 0.911 2.260 0.858
H 3.467 1.560 2.646 0.083
H 3.232 -0.141 3.039 0.058
H 4.596 0.026 0.990 0.082
H 3.381 1.075 0.236 0.060
H 3.982 -2.561 1.509 0.092
H 2.746 -3.397 0.568 0.049
H 2.384 -1.998 3.251 0.058
H 2.051 -3.672 2.810 0.085
H -0.147 -1.871 4.418 0.085
H -1.172 -0.939 3.312 0.029
H 1.604 -0.211 4.333 0.065
H 0.121 0.722 4.381 0.084
S -0.871 3.629 1.079 -0.194
As -1.260 2.024 -0.225 -0.465
S -1.601 0.120 0.939 0.126
S 0.646 1.081 -0.987 0.052
S -2.637 2.266 -1.769 -0.165
C 0.152 -7.746 1.439 -0.063
C 0.051 -6.433 0.708 -0.285
C -1.043 -5.598 0.870 -0.031
C -1.139 -4.370 0.215 -0.360
C -2.365 -3.526 0.431 -0.115
C -0.099 -3.945 -0.625 -0.508
Te -0.162 -1.982 -1.501 1.021
C 0.996 -4.806 -0.833 -0.337
C 2.110 -4.465 -1.790 -0.109
C 1.057 -6.024 -0.160 -0.038
H -0.769 -7.965 1.979 0.068
H 0.969 -7.734 2.164 0.074
H 0.343 -8.570 0.749 0.074
H -1.852 -5.905 1.528 0.108
H -3.047 -4.006 1.134 0.074
H -2.886 -3.360 -0.513 0.077
H -2.117 -2.528 0.799 -0.018
H 1.724 -4.353 -2.804 0.073
H 2.868 -5.251 -1.790 0.072
H 2.583 -3.511 -1.556 0.026
H 1.910 -6.676 -0.328 0.109

Number 1: frontier orbital gap 8.2 eV, highest occupied orbital energy -0.2808 hartree. Number 2: frontier orbital gap 8.5 eV, highest occupied orbital energy -0.2967 hartree. Number 3: frontier orbital gap 6.5 eV, highest occupied orbital energy -0.4711 hartree. Number 4: frontier orbital gap 5.6 eV, highest occupied orbital energy -0.1394 hartree.